{"formula": "C6H15N2", "method": "the ωB97M-V functional and the def2-TZVPD basis", "symbols": ["C", "N", "C", "C", "N", "C", "C", "C", "H", "H", "H", "H", "H", "H", "H", "H", "H", "H", "H", "H", "H", "H", "H"], "positions_angstrom": [[0.1599, -1.4538, -0.0924], [0.8513, -0.9975, -1.2908], [0.9761, -2.0838, -2.2475], [-0.0778, -0.2377, 0.8436], [-1.0061, 0.5966, 0.1320], [-0.9447, 1.9037, 0.7831], [0.3351, 1.9250, 1.6995], [1.0717, 0.6786, 1.2226], [0.7592, -2.2512, 0.3592], [-0.8361, -1.8950, -0.2415], [0.2022, -0.2674, -1.6149], [0.0831, -2.5302, -2.6952], [1.6253, -1.7603, -3.0649], [1.5764, -2.8833, -1.8066], [-0.6234, -0.5886, 1.7345], [-6.2571, -0.3874, -2.6198], [-5.9129, 0.0382, -3.0996], [-0.6900, 2.7746, 0.1664], [-1.9248, 1.9362, 1.2802], [0.0570, 2.0179, 2.7504], [0.9792, 2.7682, 1.4598], [1.5978, 1.0024, 0.3227], [1.7373, 0.1699, 1.9143]], "lowdin_charge": [-0.1892, -0.0817, -0.1054, -0.2962, 0.3074, -0.1066, -0.1367, -0.1148, 0.1348, 0.1319, 0.1139, 0.0960, 0.0893, 0.0940, 0.2159, 0.0006, -0.0006, 0.1633, 0.1706, 0.1254, 0.1178, 0.1281, 0.1422], "total_charge": 1, "spin_multiplicity": 1, "total_energy_ha": -346.67283}